Computed, not measured: the molecule C4H7BrN2 in a non-equilibrium geometry, with wB97M-V/def2-TZVPD.

ORCA input file:
```
! RIJCOSX wB97M-V def2-TZVPD def2/J DEFGRID3
* xyz 0 1
C -1.17978 0.56191 -0.02585
C 0.65474 -0.47775 1.27121
C 0.70207 -0.37155 -1.32857
C 0.33207 0.33275 -0.00266
N -1.73976 1.76160 -0.58455
N -1.66335 1.76874 0.61542
Br -2.33450 -0.92089 -0.00690
H 0.47467 -1.54383 1.11449
H 0.03996 -0.26781 2.02427
H 1.60865 -0.34291 1.64969
H 1.60579 -0.82400 -1.11752
H 0.79918 0.20803 -2.17103
H -0.05046 -1.21339 -1.52640
H 0.75072 1.32912 0.08839
*
```

## Properties
**Highest occupied orbital energy**: -9.707 eV
**Energy relative to the best compared isomer or geometry (same formula, charge and spin)**: 30.00 kcal per mole
**SMILES**: CC(C)C1(Br)N=N1
**Kohn-Sham gap**: 10.24 eV